The following is a quantum chemistry calculation of a cluster of 3 separate species, CClNO3S2 in total in a non-equilibrium geometry, from the OMol25 dataset.

Geometry (Å):
1 C -5.065 -5.176 -2.113
2 N -5.315 -6.320 -2.276
3 O -4.753 -4.114 -1.691
4 O 8.028 6.421 2.397
5 O 6.071 7.754 1.859
6 S -5.831 -7.568 -3.216
7 S 6.781 7.005 2.884
8 Cl 5.432 7.666 6.608

## Properties
Frontier orbital gap, eV: 4.47
Relative energy (zero: lowest compared OMol25 entry of this formula, charge and spin), kJ/mol: 20.4
Multiplicity: 1
Net charge: -2

These are the natural (NBO) partial charges, in e, on atoms 1 to 4: C 0.75; N -0.65; O -0.65; O -0.85

The following is a quantum chemistry calculation of a cluster of 2 separate species, CH6OS2 in total in a non-equilibrium geometry, from the OMol25 dataset.

Geometry (Å):
1 C 0.430 -0.672 -1.754
2 S 0.357 -0.325 0.007
3 S -1.372 0.770 0.094
4 H 0.653 0.215 -2.370
5 H -0.555 -1.069 -2.052
6 H 1.194 -1.441 -1.955
7 H -2.309 -0.153 -0.211
8 O 0.857 1.027 2.943
9 H 0.423 1.424 2.155
10 H 0.323 0.224 3.142

## Properties
Frontier orbital gap, eV: 9.60
SMILES: CSS.O
Relative energy (zero: lowest compared OMol25 entry of this formula, charge and spin), kJ/mol: 10.2
Multiplicity: 1
Net charge: 0

These are the natural (NBO) partial charges, in e, on atoms 1 to 4: C -0.76; S 0.11; S -0.16; H 0.23

The following is a quantum chemistry calculation of the molecule C8H8S in a non-equilibrium geometry, from the OMol25 dataset.

Geometry (Å):
1 C 2.257 0.102 -0.479
2 C 1.320 -1.143 -0.431
3 C -0.234 -0.763 -0.478
4 C -0.801 0.190 -1.325
5 C -1.526 1.213 -1.145
6 C -2.170 1.558 0.040
7 C -1.857 0.750 1.083
8 C -0.928 -0.367 0.993
9 S -1.489 -1.902 0.181
10 H 2.445 0.326 0.569
11 H 1.855 0.784 -1.263
12 H 3.175 -0.303 -0.855
13 H 1.692 -1.756 0.304
14 H 1.662 -1.706 -1.347
15 H -2.695 2.475 0.231
16 H -2.355 1.083 2.111
17 H -0.351 -0.540 1.810

## Properties
Frontier orbital gap, eV: 8.55
SMILES: CC[C@]12C#CC=C[C@H]1S2
Relative energy (zero: lowest compared OMol25 entry of this formula, charge and spin), kJ/mol: 391.2
Multiplicity: 1
Net charge: 0

These are the natural (NBO) partial charges, in e, on atoms 1 to 4: C -0.62; C -0.39; C -0.19; C 0.04

The following is a quantum chemistry calculation of a structure of composition C16H32BeNP in a non-equilibrium geometry, from the OMol25 dataset.

Geometry (Å):
1 P 3.848 -2.421 1.907
2 C 3.575 -2.760 0.011
3 C 2.253 -1.989 -0.477
4 C 2.562 -0.761 -1.504
5 C 3.786 0.176 -1.021
6 C 3.478 1.750 -1.056
7 C 2.890 2.364 0.302
8 C 1.595 1.631 0.899
9 C 0.190 2.330 0.527
10 C -0.186 2.292 -1.035
11 C -1.289 1.202 -1.440
12 C -2.690 1.335 -0.659
13 C -2.939 -0.053 0.116
14 N -4.371 -0.361 0.412
15 C -5.349 0.276 1.264
16 C -6.646 -0.605 1.139
17 C -6.376 -1.813 0.168
18 C -4.883 -1.542 -0.240
19 H 2.762 -3.341 2.221
20 H 5.231 -2.815 1.805
21 H 3.471 -1.039 1.788
22 H 4.001 -2.190 3.345
23 H 3.485 -3.909 -0.080
24 H 4.528 -2.463 -0.552
25 H 1.717 -1.620 0.480
26 H 1.530 -2.712 -1.003
27 H 1.617 -0.093 -1.437
28 H 2.627 -1.097 -2.590
29 H 4.633 -0.003 -1.791
30 H 4.226 -0.106 -0.006
31 H 4.497 2.272 -1.230
32 H 2.862 1.980 -1.997
33 H 3.724 2.249 1.097
34 H 2.726 3.505 0.216
35 H 1.683 1.710 2.052
36 H 1.514 0.516 0.671
37 H -0.620 1.756 1.123
38 H 0.218 3.407 0.904
39 H -0.579 3.342 -1.317
40 H 0.758 2.057 -1.629
41 H -1.517 1.286 -2.571
42 H -0.815 0.159 -1.273
43 H -3.572 1.614 -1.346
44 H -2.633 2.175 0.128
45 H -2.574 -0.886 -0.597
46 H -2.245 -0.070 1.022
47 H -5.177 1.209 1.886
48 H -7.633 -0.425 1.693
49 H -7.079 -2.675 -0.148
50 H -4.309 -2.221 -0.967
51 Be -8.503 -2.621 0.789

## Properties
Frontier orbital gap, eV: 1.24
Multiplicity: 1
Net charge: +2

These are the natural (NBO) partial charges, in e, on atoms 1 to 4: P 0.46; C -0.60; C -0.43; C -0.41

The following is a quantum chemistry calculation of the ion C4H9N2 with charge +1 in a non-equilibrium geometry, from the OMol25 dataset.

Geometry (Å):
1 C -1.432 -0.012 0.726
2 C -1.333 0.135 -0.768
3 C 0.110 -0.160 -1.185
4 N 0.712 -1.322 -0.547
5 N 1.175 -0.263 -0.196
6 C 1.999 0.288 0.756
7 H -2.444 0.184 1.035
8 H -0.704 0.571 1.355
9 H -1.369 -1.104 0.779
10 H -1.687 1.105 -1.378
11 H -1.959 -0.679 -1.192
12 H 0.401 -0.180 -2.158
13 H 1.326 0.428 1.708
14 H 2.302 1.270 0.370
15 H 2.905 -0.262 0.695

## Properties
Frontier orbital gap, eV: 10.23
SMILES: CC[C@@H]1N=[N+]1C
Relative energy (zero: lowest compared OMol25 entry of this formula, charge and spin), kJ/mol: 497.1
Multiplicity: 1
Net charge: +1

These are the natural (NBO) partial charges, in e, on atoms 1 to 4: C -0.64; C -0.45; C 0.10; N 0.13

The following is a quantum chemistry calculation of the molecule C7H13N in a non-equilibrium geometry, from the OMol25 dataset.

Geometry (Å):
1 C -2.097 0.631 -0.626
2 N -1.263 0.644 0.314
3 C 0.121 0.585 0.230
4 C 0.715 0.937 1.607
5 C 0.681 1.577 -0.920
6 C 0.327 -1.022 -0.186
7 C 0.841 -1.467 -1.288
8 C -0.325 -1.898 0.852
9 H -3.177 0.764 -0.388
10 H -1.751 0.601 -1.639
11 H 1.210 1.842 1.742
12 H 1.491 0.251 1.734
13 H -0.115 0.749 2.391
14 H 0.257 2.546 -0.674
15 H 1.790 1.610 -0.897
16 H 0.486 1.429 -1.915
17 H 1.319 -0.892 -2.087
18 H 0.787 -2.549 -1.376
19 H -0.402 -2.896 0.409
20 H -1.282 -1.578 1.048
21 H 0.388 -1.864 1.668

## Properties
Frontier orbital gap, eV: 9.96
SMILES: C=NC(C)(C)C(=C)C
Relative energy (zero: lowest compared OMol25 entry of this formula, charge and spin), kJ/mol: 252.9
Multiplicity: 1
Net charge: 0

These are the natural (NBO) partial charges, in e, on atoms 1 to 4: C -0.04; N -0.43; C 0.08; C -0.62